Record 1
{"formula": "C27H35CdCl2F3IN2S", "method": "ωB97M-V/def2-TZVPD", "species": ["Cd", "C", "C", "C", "C", "C", "C", "C", "C", "C", "C", "C", "C", "C", "C", "C", "C", "C", "H", "H", "H", "H", "H", "H", "H", "H", "H", "H", "H", "H", "H", "H", "H", "H", "H", "H", "H", "H", "H", "H", "H", "H", "H", "H", "H", "H", "H", "Cl", "C", "C", "C", "C", "C", "Cl", "C", "S", "H", "H", "H", "F", "C", "F", "F", "I", "C", "C", "N", "N", "C", "H", "H", "H"], "coordinates": [[-1.2236, 0.8451, 0.4272], [2.0939, 1.0188, -0.5607], [1.7340, -0.2955, -0.9567], [0.4830, -0.2185, -1.5847], [0.0381, 1.1612, -1.4667], [1.1164, 1.9201, -0.8994], [1.1969, 3.4268, -0.9119], [1.0855, 3.9153, -2.3667], [0.0642, 4.0433, -0.0864], [2.5388, 3.9103, -0.3559], [-0.2555, -1.1250, -2.5702], [-1.6440, -0.5630, -2.9325], [-0.4962, -2.5570, -2.0784], [0.5444, -1.1554, -3.8858], [2.6405, -1.4661, -0.5840], [3.1786, -2.2105, -1.8160], [1.9264, -2.4425, 0.3620], [3.8798, -0.9786, 0.1862], [3.0070, 1.2846, -0.0654], [-0.6401, 1.6167, -2.1780], [0.0912, 3.7252, -2.7627], [1.8077, 3.3943, -2.9925], [1.2777, 4.9863, -2.4255], [-0.9020, 3.8001, -0.5260], [0.1616, 5.1292, -0.0574], [0.0851, 3.6585, 0.9338], [3.3609, 3.4928, -0.9321], [2.6557, 3.6106, 0.6822], [2.5964, 4.9976, -0.4126], [-2.2454, -0.3789, -2.0412], [-2.1740, -1.2862, -3.5552], [-1.5717, 0.3667, -3.4943], [-1.0014, -2.5481, -1.1128], [0.4305, -3.1128, -1.9871], [-1.1329, -3.0910, -2.7867], [0.6686, -0.1412, -4.2625], [0.0138, -1.7430, -4.6363], [1.5296, -1.5837, -3.7410], [2.4221, -2.8427, -2.2705], [4.0139, -2.8498, -1.5280], [3.5367, -1.4955, -2.5561], [1.0186, -2.8441, -0.0692], [1.6601, -1.9273, 1.2828], [2.5860, -3.2753, 0.6129], [4.4991, -0.3302, -0.4302], [4.4808, -1.8383, 0.4840], [3.5902, -0.4488, 1.0904], [-3.4915, -1.0569, 0.2235], [-3.0559, -2.5304, 1.0114], [-3.8372, -3.6494, 0.8024], [-3.5201, -4.8432, 1.4285], [-2.4172, -4.9090, 2.2642], [-1.6473, -3.7830, 2.4665], [-0.2909, -3.8964, 3.5249], [-1.9268, -2.5471, 1.8506], [-0.9424, -1.1759, 2.1843], [-4.6940, -3.5810, 0.1497], [-4.1268, -5.7197, 1.2644], [-2.1484, -5.8296, 2.7606], [-2.7368, 3.3910, 1.4682], [-2.9719, 2.2135, 0.7938], [-4.0142, 1.6486, 1.5218], [-3.5838, 2.6203, -0.3782], [-0.1411, 3.2068, 7.0604], [-0.6948, 2.4073, 5.2138], [-1.8083, 1.6333, 4.9747], [-1.7828, 1.3547, 3.6658], [-0.7243, 1.8761, 3.0582], [-0.0447, 2.5271, 3.9810], [-2.5801, 1.2905, 5.6327], [-2.4091, 0.7500, 3.1457], [0.8631, 3.0483, 3.7484]], "forces_ev_per_a": [[0.4, -0.2, 0.2], [0.1, 0.2, 0.0], [0.1, -0.3, 0.1], [-0.2, 0.1, -0.1], [0.3, 0.1, -0.2], [-0.3, 0.1, 0.0], [0.1, 0.2, 0.1], [0.0, -0.1, 0.2], [0.1, -0.1, -0.1], [-0.2, -0.1, -0.1], [-0.2, -0.2, -0.1], [0.1, 0.0, 0.2], [0.0, 0.1, -0.1], [-0.1, 0.0, 0.2], [0.1, -0.3, 0.0], [-0.1, 0.1, 0.1], [0.2, 0.1, 0.0], [-0.2, 0.0, -0.1], [0.2, 0.0, 0.1], [-0.1, 0.0, 0.1], [-0.1, 0.0, -0.1], [0.1, 0.0, -0.1], [0.0, 0.2, 0.0], [-0.1, 0.0, 0.0], [-0.1, 0.1, 0.0], [-0.1, 0.0, 0.1], [0.2, 0.0, 0.0], [0.1, 0.0, 0.2], [0.0, 0.1, 0.0], [0.0, 0.0, -0.1], [0.0, 0.0, 0.0], [0.0, 0.0, 0.0], [0.0, 0.0, 0.1], [0.1, -0.1, 0.1], [0.0, 0.0, -0.1], [0.0, 0.1, -0.1], [-0.1, -0.1, -0.1], [0.1, 0.0, 0.0], [-0.1, 0.0, -0.1], [0.1, -0.1, 0.0], [0.0, 0.0, -0.1], [-0.1, 0.0, 0.0], [-0.1, 0.0, 0.0], [0.1, -0.1, 0.0], [0.1, 0.1, 0.0], [0.0, -0.1, 0.0], [0.0, 0.1, 0.1], [-0.5, -0.1, -0.2], [0.3, -0.3, 0.3], [-0.1, -0.1, -0.1], [0.0, 0.0, 0.0], [-0.1, 0.0, 0.0], [-0.2, 0.2, -0.2], [0.2, -0.2, 0.2], [-0.1, 0.0, -0.2], [0.2, 0.7, -0.2], [-0.1, 0.0, -0.1], [-0.1, -0.1, 0.0], [0.0, 0.0, 0.0], [0.0, -0.2, -0.2], [-0.4, 0.3, 0.2], [0.1, 0.1, -0.1], [0.1, -0.1, 0.1], [-0.1, -0.2, -0.4], [0.0, 0.1, 0.7], [0.1, 0.2, 0.0], [-0.1, 0.2, 0.4], [0.2, -0.2, -0.8], [-0.1, 0.0, 0.2], [-0.2, -0.1, 0.1], [0.2, 0.0, 0.0], [0.1, 0.1, -0.1]], "relative_energy_ev": 0.280, "charge": -1, "e_tot_ha": -3243.0267, "gap_ha": 0.2385, "e_homo_ev": -4.4}

---

Record 2
{"formula": "C27H35ClN3O4RuS2", "method": "ωB97M-V/def2-TZVPD", "species": ["Ru", "O", "C", "C", "C", "C", "C", "C", "C", "C", "N", "H", "H", "H", "H", "H", "H", "H", "H", "H", "H", "H", "O", "S", "C", "C", "C", "C", "C", "C", "C", "C", "C", "C", "C", "C", "H", "H", "H", "H", "H", "H", "H", "H", "H", "H", "Cl", "C", "C", "O", "O", "H", "H", "C", "N", "C", "C", "S", "N", "C", "C", "H", "H", "H", "H", "H", "H", "H", "H", "H", "H", "H", "H"], "coordinates": [[0.7589, -0.0613, 0.1555], [1.0973, -0.8165, 2.4284], [0.6374, -2.1568, 2.7710], [-0.8536, -2.2384, 3.0072], [-1.6267, -1.6595, 1.8295], [-1.3399, -2.3864, 0.5647], [-2.0844, -3.4951, 0.1979], [-1.7871, -4.1699, -0.9723], [-0.7397, -3.7207, -1.7630], [-0.0261, -2.6211, -1.3537], [-0.3128, -1.9580, -0.2172], [0.7867, -0.2019, 3.1051], [1.1708, -2.5139, 3.6476], [0.9322, -2.7598, 1.9172], [-1.1404, -1.6701, 3.8961], [-1.1000, -3.2872, 3.1906], [-1.3421, -0.6294, 1.7029], [-2.6944, -1.6770, 2.0368], [-2.9033, -3.8161, 0.8316], [-2.3661, -5.0388, -1.2645], [-0.4808, -4.2190, -2.6868], [0.7972, -2.2395, -1.9331], [-1.0616, 1.0949, 0.6260], [-2.0429, 1.4467, -0.5382], [-3.5307, 0.5451, -0.1523], [-3.9741, 0.4787, 1.1646], [-5.1487, -0.2010, 1.4393], [-5.8711, -0.7953, 0.4038], [-5.4227, -0.7088, -0.9069], [-4.2373, -0.0375, -1.1938], [-2.6024, 3.0869, -0.1469], [-2.1204, 3.7513, 0.9663], [-2.6119, 5.0236, 1.2365], [-3.5462, 5.6038, 0.3923], [-4.0160, 4.9176, -0.7229], [-3.5385, 3.6489, -1.0064], [-3.4120, 0.9650, 1.9560], [-5.5097, -0.2583, 2.4605], [-6.7891, -1.3290, 0.6235], [-5.9957, -1.1556, -1.7115], [-3.8795, 0.0327, -2.2169], [-1.3870, 3.2809, 1.6092], [-2.2619, 5.5575, 2.1107], [-3.9062, 6.6048, 0.5968], [-4.7522, 5.3714, -1.3737], [-3.8961, 3.0983, -1.8725], [-1.1863, 0.4863, -4.0047], [0.5579, 0.8229, -3.8084], [0.9051, 0.6151, -2.3510], [0.5793, 1.4632, -1.4763], [1.4776, -0.4429, -1.9799], [0.7211, 1.8526, -4.1070], [1.0891, 0.1217, -4.4376], [6.5218, -0.5237, 1.0065], [5.0509, -0.5858, 0.9151], [4.4181, -1.2618, 2.0599], [4.3529, 0.1921, 0.0843], [2.8563, 0.9037, 0.6932], [4.8038, 0.4921, -1.1268], [5.8555, -0.2850, -1.8041], [4.1851, 1.4974, -2.0049], [6.7830, -0.3069, 2.0409], [6.9177, 0.2706, 0.3863], [6.9798, -1.4718, 0.7305], [5.0594, -2.0932, 2.3479], [3.4462, -1.6447, 1.7856], [4.3048, -0.5871, 2.9081], [6.0217, -1.2337, -1.3087], [6.7881, 0.2747, -1.8576], [5.5218, -0.4791, -2.8214], [3.5687, 2.1857, -1.4438], [3.5751, 0.9967, -2.7562], [4.9759, 2.0547, -2.5051]], "forces_ev_per_a": [[0.2, 1.4, -1.5], [-0.5, -0.4, -0.7], [0.1, 0.0, 0.1], [0.1, 0.2, 0.0], [-0.1, -0.3, 0.2], [0.2, 0.1, -0.5], [0.0, -0.1, -0.1], [-0.1, -0.1, 0.0], [-0.1, -0.2, 0.0], [0.1, 0.0, 0.2], [-0.5, 0.8, 0.4], [0.0, 0.2, 0.0], [0.2, 0.1, 0.1], [0.1, -0.1, 0.0], [0.1, -0.1, 0.1], [-0.1, 0.0, 0.0], [-0.2, 0.3, 0.1], [0.0, -0.1, 0.0], [0.1, 0.0, 0.0], [0.0, 0.1, 0.0], [0.0, 0.0, 0.0], [-0.1, -0.1, 0.0], [0.3, -0.6, -0.1], [-0.1, -0.3, 0.2], [0.1, 0.0, 0.1], [-0.2, 0.1, 0.0], [0.0, 0.0, 0.0], [0.1, 0.0, 0.0], [0.0, 0.0, 0.0], [0.0, -0.1, -0.1], [0.1, 0.1, 0.1], [0.0, 0.0, 0.1], [0.1, 0.0, 0.0], [0.0, 0.1, 0.0], [0.0, 0.0, 0.0], [0.0, -0.1, 0.0], [-0.1, 0.0, -0.1], [0.0, 0.0, -0.1], [0.1, 0.1, 0.0], [0.1, 0.0, 0.1], [0.0, 0.0, 0.1], [0.0, 0.1, 0.0], [0.0, 0.0, -0.1], [0.0, -0.1, 0.0], [0.0, 0.0, 0.0], [0.0, 0.1, 0.1], [0.1, -0.1, 0.0], [-0.1, 0.1, 0.2], [0.2, 0.1, -0.2], [-0.1, -0.9, 0.7], [0.2, -0.1, 0.5], [0.1, 0.0, 0.0], [0.2, 0.0, -0.1], [-0.1, -0.1, 0.1], [0.1, 0.1, 0.3], [0.2, 0.1, -0.1], [-0.3, -0.1, -0.6], [-0.1, 0.0, 0.7], [0.0, 0.0, -0.2], [-0.1, 0.1, 0.0], [0.1, -0.1, 0.1], [0.0, 0.0, 0.0], [0.0, 0.1, 0.0], [0.0, 0.0, 0.0], [0.0, 0.0, -0.1], [-0.1, 0.0, -0.1], [0.0, 0.0, 0.0], [-0.1, 0.0, 0.0], [0.0, 0.0, 0.0], [-0.1, 0.0, 0.0], [0.0, 0.0, 0.1], [0.1, -0.1, 0.0], [0.0, 0.0, 0.0]], "spin_multiplicity": 2, "relative_energy_ev": 3.224, "charge": 2, "e_tot_ha": -2865.9722, "gap_ha": [0.2518, 0.2546], "e_homo_ev": [-13.9, -13.9], "s_squared": 0.9683}

---

Record 3
{"formula": "C27H35CsN2O7P3S", "method": "ωB97M-V/def2-TZVPD", "species": ["Cs", "C", "C", "C", "C", "C", "C", "C", "P", "C", "C", "C", "C", "C", "C", "C", "C", "C", "C", "C", "C", "C", "C", "H", "H", "H", "H", "H", "H", "H", "H", "H", "H", "H", "H", "H", "H", "H", "H", "H", "H", "H", "H", "C", "C", "O", "P", "O", "O", "O", "P", "O", "O", "O", "H", "H", "H", "H", "H", "H", "H", "C", "N", "C", "C", "N", "C", "S", "H", "H", "H", "H", "H", "H", "H", "H"], "coordinates": [[-0.7762, 1.0456, 0.0493], [-6.0478, -0.3707, -0.8435], [-5.7782, -1.0476, -2.1586], [-6.7794, -1.1077, -3.1223], [-6.5840, -1.7569, -4.3331], [-5.3686, -2.3685, -4.5900], [-4.3603, -2.3188, -3.6368], [-4.5388, -1.6582, -2.4244], [-3.2286, -1.5298, -1.1381], [-1.7691, -2.2348, -2.0249], [-1.1914, -3.4142, -1.5534], [-0.0485, -3.9392, -2.1390], [0.5262, -3.2944, -3.2260], [-0.0341, -2.1143, -3.7001], [-1.1635, -1.5579, -3.0977], [-1.6693, -0.2361, -3.6204], [-3.7364, -2.7742, 0.0549], [-4.7572, -3.6897, -0.2314], [-5.3046, -4.5188, 0.7262], [-4.8150, -4.4069, 2.0458], [-3.8039, -3.5506, 2.3633], [-3.1496, -2.7186, 1.3795], [-2.0511, -1.9523, 1.7032], [-7.0071, 0.1470, -0.8651], [-5.2655, 0.3519, -0.6014], [-6.0582, -1.1009, -0.0308], [-7.7335, -0.6362, -2.9137], [-7.3801, -1.7877, -5.0671], [-5.2030, -2.8896, -5.5251], [-3.4173, -2.8107, -3.8411], [-1.6573, -3.9146, -0.7122], [0.3860, -4.8528, -1.7524], [1.4149, -3.6948, -3.6984], [0.4354, -1.5900, -4.5250], [-1.6434, -0.2259, -4.7113], [-1.0293, 0.5854, -3.2853], [-2.6893, -0.0232, -3.3106], [-5.1529, -3.7337, -1.2404], [-6.0996, -5.2092, 0.4776], [-5.2533, -5.0180, 2.8295], [-3.4433, -3.4930, 3.3853], [-1.6447, -1.9240, 2.7052], [-1.5039, -1.4554, 0.9161], [4.9104, 0.4742, -1.5401], [3.5805, 0.9955, -1.0189], [3.6349, 2.4248, -0.9188], [3.2245, 0.3869, 0.6615], [4.5395, 0.7378, 1.5059], [3.3079, -1.1967, 0.6129], [1.9995, 0.9397, 1.2792], [2.1693, 0.5940, -2.1809], [1.5099, -0.6986, -1.3944], [2.6499, 0.1590, -3.5093], [1.2416, 1.7642, -2.0013], [5.7262, 0.8229, -0.9058], [5.0459, 0.8373, -2.5573], [4.9199, -0.6152, -1.5661], [2.7708, 2.7184, -1.2629], [4.2877, 1.1156, 2.3564], [2.6109, -1.5192, 0.0119], [1.1982, -1.3575, -2.0404], [0.2233, 4.6210, -0.6907], [0.3861, 4.2299, 0.6932], [1.7018, 4.2699, 1.3250], [1.3887, 3.7989, 2.7432], [-0.0257, 4.1496, 2.8462], [-0.6001, 4.2312, 1.6145], [-2.2469, 4.2947, 1.3360], [0.6703, 3.8767, -1.3511], [0.6950, 5.5941, -0.8598], [-0.8407, 4.7052, -0.8995], [2.0857, 5.2973, 1.3080], [2.4043, 3.6121, 0.8162], [1.9813, 4.3174, 3.4951], [1.5394, 2.7205, 2.8228], [-0.6078, 3.8203, 3.5974]], "forces_ev_per_a": [[-0.2, 0.0, 0.0], [0.0, 0.0, 0.0], [0.0, 0.0, 0.0], [0.0, 0.0, 0.0], [0.0, 0.0, 0.0], [0.0, 0.0, 0.0], [0.0, 0.0, 0.0], [0.0, 0.0, 0.0], [0.0, 0.0, 0.0], [0.0, 0.0, 0.0], [0.0, 0.0, 0.0], [0.0, 0.0, 0.0], [0.0, 0.0, 0.0], [0.0, 0.0, 0.0], [0.0, 0.0, 0.0], [0.0, 0.0, 0.0], [0.0, 0.0, 0.0], [0.0, 0.0, 0.0], [0.0, 0.0, 0.0], [0.0, 0.0, 0.0], [0.0, 0.0, 0.0], [0.0, 0.0, 0.1], [0.0, 0.0, -0.1], [0.0, 0.0, 0.0], [0.0, 0.0, 0.0], [0.0, 0.0, 0.0], [0.0, 0.0, 0.0], [0.0, 0.0, 0.0], [0.0, 0.0, 0.0], [0.0, 0.0, 0.0], [0.0, 0.0, 0.0], [0.0, 0.0, 0.0], [0.0, 0.0, 0.0], [0.0, 0.0, 0.0], [0.0, 0.0, 0.0], [0.1, 0.0, 0.0], [0.0, 0.0, 0.0], [0.0, 0.0, 0.0], [0.0, 0.0, 0.0], [0.0, 0.0, 0.0], [0.0, 0.0, 0.0], [0.0, 0.0, 0.0], [0.1, -0.1, 0.0], [0.0, 0.0, 0.0], [-0.1, 0.0, 0.1], [0.0, 0.0, 0.0], [0.1, 0.0, -0.1], [0.0, 0.0, 0.0], [0.0, -0.1, 0.0], [0.0, 0.1, 0.1], [0.1, -0.1, -0.1], [0.0, 0.0, 0.0], [0.0, 0.0, 0.0], [0.0, 0.0, 0.0], [0.0, 0.0, 0.0], [0.0, 0.0, 0.0], [0.0, 0.0, 0.0], [0.0, 0.0, 0.0], [0.0, 0.0, 0.0], [0.0, 0.0, 0.0], [0.0, 0.0, 0.0], [0.0, 0.0, 0.0], [0.0, 0.0, 0.0], [0.0, 0.0, 0.0], [0.0, 0.0, 0.0], [-0.1, 0.0, 0.0], [0.0, 0.1, 0.0], [0.1, 0.0, 0.0], [0.0, 0.0, 0.0], [0.0, 0.0, 0.0], [0.0, 0.0, 0.0], [0.0, 0.0, 0.0], [0.0, 0.0, 0.0], [0.0, 0.0, 0.0], [0.0, 0.0, 0.0], [0.0, 0.0, 0.0]], "relative_energy_ev": 0.224, "charge": -1, "e_tot_ha": -3128.7970, "gap_ha": 0.1650, "e_homo_ev": -2.8}